1.
The following is a DFT calculation (wB97M-V/def2-TZVPD) of 2 unconnected molecules or ions with the total composition C4H12N2.

frontier orbital gap (alpha / beta)	2.7 / 9.9	eV
multiplicity	2
LUMO level (alpha / beta)	3.85 / 3.78	eV
charge	-1

```
18
C4H12N2 | the OMol25 dataset | wB97M-V/def2-TZVPD
C 0.12641 3.40378 -0.21648
C -0.24194 2.38732 0.85736
C -1.59510 1.76380 0.50814
H 0.90044 4.11579 0.11106
H -0.71076 4.07738 -0.38132
H 0.51421 2.97909 -1.14075
H -0.28910 2.98319 1.78071
H 0.47174 1.60606 1.13135
H -1.99279 1.07609 1.25305
H -2.22244 2.57265 0.12529
H -1.47513 1.14556 -0.38896
N 1.25740 -3.15671 0.11260
C 0.65813 -4.29401 -0.46340
N 1.35954 -5.03426 -1.20753
H 0.62050 -2.35298 0.16252
H 1.98739 -2.94706 -0.55414
H -0.40700 -4.35818 -0.23836
H 1.03850 -5.96751 -1.45114
```

---

2.
The following is a DFT calculation (wB97M-V/def2-TZVPD) of a molecular structure, C32H40N3O4P2Tb.

frontier orbital gap (alpha / beta)	6.5 / 6.5	eV
multiplicity	7
LUMO level (alpha / beta)	0.18 / 0.18	eV

```
82
C32H40N3O4P2Tb | the OMol25 dataset | wB97M-V/def2-TZVPD
C -0.35766 3.69590 -3.23380
C -0.50301 2.39396 -2.70630
N 0.41951 1.95566 -1.77228
C 1.38485 2.78401 -1.33694
C 1.42626 4.12699 -1.70733
C 0.55811 4.58701 -2.71368
C -1.58742 1.59017 -3.10721
P -2.17242 0.05423 -2.42523
Tb 0.09940 -0.37042 -0.89412
P 2.94139 0.63737 -0.39027
C 2.40111 2.33213 -0.29643
C 0.26669 -2.77936 -1.34730
C -0.82899 -3.43560 -0.83709
C -0.75310 -4.83407 -0.70746
C 0.39142 -5.52971 -1.08754
C 1.44167 -4.82191 -1.67116
C 1.37033 -3.42974 -1.83888
O -0.29032 1.92964 -7.20992
O 0.72997 -3.05061 -6.37363
H -1.00973 3.99400 -4.03242
H 2.12169 4.78880 -1.16225
H 0.63046 5.63994 -3.04720
C -3.73218 0.52360 -1.54261
C -2.70755 -0.94647 -3.86720
H 3.33006 2.91368 -0.35686
H 1.93602 2.46650 0.68252
H -0.61955 1.25190 -6.62577
H -2.15718 2.03690 -3.93658
C 3.52439 0.18101 1.23391
C 4.39637 0.66924 -1.49858
H -1.74783 -2.91291 -0.55359
H -1.59262 -5.37560 -0.28383
H 0.46460 -6.60915 -0.93801
H 2.33757 -5.34540 -1.98255
H 2.16692 -2.89802 -2.35267
H 1.82529 -0.82814 -2.02940
H 0.37532 -3.29483 -5.51096
H 1.32374 -2.32613 -6.23437
H 0.65786 1.70981 -7.33466
H 2.39333 -0.27578 -1.97643
H -4.48724 0.79921 -2.29364
H -4.17097 -0.27596 -0.91942
H -3.52827 1.37807 -0.87874
H -3.54331 -0.47007 -4.39617
H -1.86166 -1.06442 -4.55868
H -3.01707 -1.94445 -3.52774
H 5.19011 1.16778 -0.94011
H 4.68821 -0.35774 -1.77490
H 4.14533 1.21451 -2.41994
H 4.54375 0.59224 1.29950
H 2.85354 0.62856 1.98105
H 3.52159 -0.91638 1.33348
O -1.91196 2.99704 0.70320
C -1.49120 2.05369 1.33427
N -1.37133 1.95883 2.73375
C -0.92713 0.62161 3.09927
C -0.58255 0.06486 1.73965
O 0.11335 -0.95898 1.43753
N -1.00099 0.87356 0.76418
C 0.38963 0.60272 3.83766
C 1.00364 -0.61498 4.15479
C 2.21740 -0.60947 4.84431
C 2.82939 0.61626 5.14914
C 2.26305 1.82104 4.71591
C 1.05546 1.80777 4.01601
C -2.03840 -0.21914 3.63908
C -2.02958 -0.52403 4.99472
C -3.14292 -1.14444 5.55067
C -4.22249 -1.49444 4.73599
C -4.19048 -1.24732 3.35456
C -3.06798 -0.63476 2.79002
H -1.92505 2.57780 3.33490
H 0.54354 -1.56943 3.87896
H 2.66893 -1.55960 5.16553
H 3.76165 0.63087 5.73145
H 2.73201 2.78625 4.93147
H 0.59658 2.72422 3.64799
H -1.16390 -0.22229 5.58529
H -3.13786 -1.33164 6.62480
H -5.10286 -1.95990 5.18525
H -5.03403 -1.52321 2.71487
H -3.02275 -0.47286 1.70615
```

---

3.
The following is a DFT calculation (wB97M-V/def2-TZVPD) of a molecular structure, C4H4BrI.

frontier orbital gap (alpha / beta)	7.8 / 7.8	eV
multiplicity	1
LUMO level (alpha / beta)	-0.51 / -0.51	eV

```
10
C4H4BrI | the OMol25 dataset | wB97M-V/def2-TZVPD
C -1.84765 -0.89768 0.03996
C -0.89389 0.08489 -0.03373
C 1.55797 1.04627 -0.02835
C 0.51515 -0.07485 0.13369
Br 1.24257 -1.75742 -0.01357
I 3.59544 0.78066 0.03184
H -2.81844 -0.73137 -0.29067
H -1.39797 -1.78696 0.05606
H -1.04068 1.23552 -0.01125
H 1.08750 2.10095 0.11603
```

---

4.
The following is a DFT calculation (wB97M-V/def2-TZVPD) of 2 unconnected molecules or ions with the total composition C4H14N2O.

frontier orbital gap	10.0	eV
multiplicity	1
LUMO level	0.92	eV

```
21
C4H14N2O | the OMol25 dataset | wB97M-V/def2-TZVPD
N -2.03815 0.45256 -0.52551
C -1.50343 0.70453 0.84947
C -0.00811 0.81667 1.01430
N 0.85605 0.21458 -0.04471
C 1.95408 -0.63322 0.41407
C 1.37432 1.28357 -0.92327
H -1.41314 0.85680 -1.21254
H -2.07653 -0.54219 -0.69146
H -1.98165 -0.04698 1.51957
H -1.99094 1.64672 1.09806
H 0.47878 0.44110 1.91515
H 0.10880 1.91268 0.84625
H 2.86081 -0.53515 -0.20609
H 2.49088 -0.36624 1.35364
H 1.76506 -1.70407 0.35148
H 0.82196 1.42010 -1.85027
H 2.39649 1.02057 -1.24928
H 1.51732 2.25248 -0.42072
H -1.54696 -2.62108 -0.32110
H -0.38284 -1.53113 -0.52641
O -0.62486 -2.46416 -0.59968
```

---

5.
The following is a DFT calculation (wB97M-V/def2-TZVPD) of 2 unconnected molecules or ions with the total composition C3H11NS2.

frontier orbital gap (alpha / beta)	6.2 / 2.7	eV
multiplicity	2
LUMO level (alpha / beta)	-5.32 / -8.78	eV
charge	+1

```
17
C3H11NS2 | the OMol25 dataset | wB97M-V/def2-TZVPD
C 1.06512 1.87516 -1.82224
S 0.09587 1.36286 -0.33911
S -1.59964 2.15376 -1.24197
H 2.08082 1.45717 -1.72143
H 0.53487 1.63434 -2.89770
H 1.16331 3.03159 -1.83770
H -2.00134 3.15225 -0.39014
C 1.54911 -2.20400 1.35929
N 0.21965 -2.52451 1.75598
C -0.06016 -4.01946 1.76882
H 1.69304 -2.55903 0.33548
H 2.47896 -2.57800 1.93101
H 1.69260 -1.18715 1.48260
H 0.01165 -2.28981 2.76212
H 0.67655 -4.51896 2.53067
H -1.03149 -4.19451 2.22013
H -0.10056 -4.45249 0.75519
```

---

6.
The following is a DFT calculation (wB97M-V/def2-TZVPD) of a molecular structure, C6H6ClN3OS.

frontier orbital gap (alpha / beta)	6.2 / 6.2	eV
multiplicity	1
LUMO level (alpha / beta)	-2.05 / -2.05	eV

```
18
C6H6ClN3OS | the OMol25 dataset | wB97M-V/def2-TZVPD
C -1.41988 1.86619 -1.09964
C -1.30461 2.05435 0.28086
C -1.05541 0.65887 -1.63887
C -0.40210 1.20718 0.93249
C -0.54473 -0.39784 -0.80567
C -0.04259 -0.05630 0.43480
N 0.80499 -1.62923 2.45176
N 0.67924 -2.27503 -0.36722
N 0.23709 -1.46189 -1.32489
O 0.13511 -1.68870 -2.50757
S 1.36194 -1.01963 1.19406
Cl 3.63167 0.36504 1.86204
H -1.82756 2.56084 -1.73285
H -1.54663 2.95439 0.74464
H -1.26577 0.33714 -2.72490
H -0.00074 1.57429 1.88796
H 1.50049 -1.90329 3.15698
H 1.05948 -3.14637 -0.74398
```